Entry 1:
ORCA calculation (the ωB97M-V functional and the def2-TZVPD basis) on C10H20IrO4S5 as an isolated structure.

Last column: natural (NBO) charge in e.
Element x y z (Å)
Ir 0.083 -0.574 -0.194  0.5262
C 0.439 2.611 -0.976  -0.5349
C -1.055 2.379 -0.905  -0.5596
S -1.605 0.680 -1.233  0.4577
C -1.237 0.363 -2.985  -0.5573
C 0.226 0.170 -3.333  -0.5647
S 1.011 -1.042 -2.209  0.6295
C 2.673 -0.347 -2.008  -0.5694
C 2.748 1.022 -1.346  -0.5379
S 1.417 1.304 -0.112  0.4588
H 0.693 3.555 -0.496  0.2593
H 0.779 2.662 -2.007  0.2236
H -1.578 3.057 -1.580  0.2609
H -1.433 2.565 0.102  0.2559
H -1.680 1.166 -3.576  0.2585
H -1.804 -0.547 -3.194  0.2690
H 0.779 1.106 -3.311  0.2177
H 0.307 -0.243 -4.339  0.2649
H 3.154 -0.344 -2.987  0.2599
H 3.164 -1.105 -1.397  0.2786
H 2.692 1.836 -2.066  0.2359
H 3.691 1.125 -0.812  0.2667
O 0.158 -3.827 -1.454  -0.9348
S -0.151 -3.437 -0.113  2.2373
O -1.121 -2.215 -0.133  -0.9585
O -0.592 -4.420 0.817  -0.8985
S 1.450 -2.312 0.661  -0.4155
C -0.494 -0.386 4.088  -0.4357
C -1.967 -0.442 3.682  -0.4308
C -1.871 -0.915 2.252  -0.0639
O -0.719 -0.161 1.733  -0.5865
C 0.188 0.157 2.844  -0.0648
H -0.128 -1.389 4.308  0.2285
H -0.311 0.246 4.955  0.2388
H -2.428 0.546 3.736  0.2105
H -2.546 -1.130 4.294  0.2465
H -2.718 -0.673 1.615  0.2084
H -1.656 -1.978 2.182  0.2205
H 0.290 1.243 2.856  0.1873
H 1.150 -0.308 2.642  0.2119

Results
- Total charge: +1
- Relative energy (zero: lowest compared OMol25 entry of this formula, charge and spin): 0.0 kcal per mole
- 2S+1: 1
- Calculated total energy: -75895.4161 eV
- Max |F|: 0.37 eV/A

Entry 2:
ORCA calculation (the ωB97M-V functional and the def2-TZVPD basis) on an isolated ion of composition C10H20N2 and charge +2 in a non-equilibrium geometry.

Last column: natural (NBO) charge in e.
Element x y z (Å)
C -2.098 -1.881 -1.287  -0.6367
C -2.135 -1.031 0.044  -0.3452
C -1.089 0.248 0.283  -0.1920
C -1.131 0.585 1.816  -0.5888
C -1.445 1.415 -0.597  -0.6480
C 0.244 -0.295 0.199  0.7875
N 0.603 -1.524 0.496  -0.5177
C 2.013 -1.770 0.330  -0.0252
C 2.584 -0.723 -0.247  0.0004
N 1.590 0.438 -0.208  -0.2881
C 2.085 1.271 0.946  -0.4244
C 1.489 1.231 -1.406  -0.4292
H -1.918 -1.331 -2.123  0.2214
H -3.018 -2.476 -1.283  0.2736
H -1.258 -2.626 -1.434  0.2022
H -2.004 -1.618 0.868  0.1912
H -3.141 -0.427 0.072  0.2616
H -0.483 1.463 2.027  0.2320
H -2.173 1.062 2.049  0.2913
H -0.826 -0.288 2.411  0.2315
H -1.139 1.343 -1.591  0.2346
H -1.348 2.338 -0.115  0.2508
H -2.492 1.447 -0.590  0.2677
H -0.003 -2.343 0.670  0.4974
H 2.481 -2.745 0.301  0.3055
H 3.574 -0.434 -0.546  0.2890
H 1.990 0.514 1.799  0.2407
H 3.074 1.508 0.919  0.2578
H 1.673 2.272 1.160  0.2801
H 2.459 1.681 -1.446  0.2517
H 1.142 0.736 -2.356  0.2718
H 0.700 1.958 -1.162  0.2554

Results
- Total charge: +2
- Relative energy (zero: lowest compared OMol25 entry of this formula, charge and spin): 51.4 kcal per mole
- SMILES string: CCC(C)(C)C1=[NH+]C=C[N+]1(C)C
- 2S+1: 1
- Calculated total energy: -13653.8848 eV
- Max |F|: 4.58 eV/A

Entry 3:
ORCA calculation (the ωB97M-V functional and the def2-TZVPD basis) on C10H20N2O4 as an isolated structure in a non-equilibrium geometry.

Last column: natural (NBO) charge in e.
Element x y z (Å)
C -0.255 -1.497 -1.847  -0.1456
C -0.918 -1.002 -0.510  0.6836
C -0.058 -3.108 -1.864  -0.0390
C -0.182 -3.896 -3.158  -0.6552
C -0.773 0.815 1.041  -0.1776
C -2.221 1.429 1.242  0.7788
C 0.228 1.633 1.865  -0.2475
C 1.217 0.813 2.828  -0.5899
C 0.593 2.818 0.811  -0.4101
C 1.217 4.032 1.407  -0.6064
H 1.744 -1.083 -1.462  0.3786
H 1.348 -0.412 -2.997  0.3893
H -0.879 -1.156 -2.759  0.2357
H -1.123 -3.172 -1.099  0.2345
H 0.993 -4.232 -0.476  0.4895
H 0.275 -2.972 -4.245  0.2101
H -1.320 -4.768 -3.688  0.2813
H 0.883 -4.744 -2.560  0.2379
H -0.037 0.853 -1.086  0.4702
H -1.002 -0.131 1.606  0.2388
H -0.558 2.263 2.549  0.2628
H 1.794 1.517 3.307  0.2073
H 1.987 -0.287 2.421  0.1840
H 0.763 0.288 3.710  0.2245
H 1.465 2.335 0.276  0.1925
H -0.296 2.929 0.202  0.2210
H 1.207 4.853 0.759  0.2142
H 0.348 4.349 2.221  0.2023
H 2.327 3.894 1.833  0.2165
H -2.876 -0.227 0.481  0.5113
N 1.071 -0.720 -2.025  -0.8800
N -0.495 0.270 -0.322  -0.6160
O -1.906 -1.583 0.057  -0.6658
O 1.169 -3.296 -1.098  -0.7441
O -2.502 2.595 1.659  -0.6101
O -3.231 0.601 0.921  -0.6776

Results
- Relative energy (zero: lowest compared OMol25 entry of this formula, charge and spin): 270.3 kcal per mole
- 2S+1: 1
- Calculated total energy: -21854.7021 eV
- Max |F|: 6.48 eV/A

Entry 4:
ORCA calculation (the ωB97M-V functional and the def2-TZVPD basis) on a single C10H20N2O4 molecule in a non-equilibrium geometry.

Last column: natural (NBO) charge in e.
Element x y z (Å)
C -1.098 2.515 0.382  -0.6440
C -1.153 1.564 -0.918  -0.4060
C -2.154 0.399 -0.797  -0.1895
C -3.571 0.816 -0.132  -0.6242
C -1.536 -0.630 0.176  -0.1836
N -0.033 -0.914 0.080  -0.6738
C 0.918 -0.562 1.009  0.6805
O 0.686 0.165 1.931  -0.6153
C 2.280 -1.170 0.565  -0.1602
N 2.210 -2.520 -0.010  -0.8739
C 2.893 -0.109 -0.404  0.1021
C 3.099 1.259 0.330  -0.6507
O 4.227 -0.718 -0.740  -0.7576
C -2.369 -1.802 0.278  0.7748
O -3.262 -1.714 1.040  -0.5607
O -2.299 -2.777 -0.690  -0.7095
H -2.139 2.710 0.743  0.2075
H -0.532 2.080 1.224  0.2350
H -0.556 3.540 0.151  0.2130
H -1.555 2.048 -1.827  0.2040
H -0.165 1.362 -1.203  0.2094
H -2.378 0.069 -1.838  0.2127
H -3.583 1.141 0.916  0.2213
H -4.018 -0.176 -0.235  0.2232
H -4.155 1.398 -0.816  0.2153
H -1.743 0.022 1.107  0.2692
H 0.373 -1.862 -0.324  0.4362
H 2.946 -1.197 1.472  0.2033
H 3.047 -2.665 -0.551  0.4089
H 1.859 -3.213 0.636  0.3849
H 2.296 -0.032 -1.378  0.1918
H 3.738 1.208 1.295  0.2309
H 3.751 1.811 -0.331  0.2073
H 2.037 1.685 0.509  0.2433
H 4.727 -0.106 -1.234  0.4682
H -2.785 -3.626 -0.415  0.5062

Results
- Relative energy (zero: lowest compared OMol25 entry of this formula, charge and spin): 76.9 kcal per mole
- SMILES string: CC[C@H](C)[C@H](NC(=O)[C@@H](N)[C@@H](C)O)C(=O)O
- 2S+1: 1
- Calculated total energy: -21863.0880 eV
- Max |F|: 3.91 eV/A

Entry 5:
ORCA calculation (the ωB97M-V functional and the def2-TZVPD basis) on a single C10H20N2O4 molecule in a non-equilibrium geometry.

Last column: natural (NBO) charge in e.
Element x y z (Å)
C -1.906 4.165 0.863  -0.6048
C -0.778 3.351 0.351  -0.2477
C -1.240 2.282 -0.652  -0.6297
C -0.099 2.521 1.434  -0.4144
C 0.968 1.541 0.990  -0.1249
N 2.112 2.073 0.231  -0.9165
C 0.715 0.133 0.556  0.6486
O 0.351 -0.708 1.411  -0.6766
N 0.660 -0.231 -0.681  -0.6073
C 0.286 -1.578 -1.003  -0.1601
C -1.282 -1.559 -0.592  0.8260
O -1.715 -1.911 0.362  -0.5024
O -1.831 -0.925 -1.711  -0.7262
C 0.996 -2.772 -0.224  0.0515
C 0.464 -4.125 -0.684  -0.6529
O 2.393 -2.660 -0.417  -0.7091
H -1.617 5.157 1.301  0.2196
H -2.472 4.426 -0.122  0.2154
H -2.486 3.577 1.687  0.2168
H -0.021 3.934 -0.175  0.1992
H -1.715 2.680 -1.515  0.2083
H -1.925 1.576 -0.057  0.2025
H -0.613 1.530 -1.110  0.2266
H 0.191 3.020 2.408  0.2249
H -0.750 1.871 1.976  0.2276
H 1.482 1.113 1.897  0.2396
H 2.947 1.840 0.681  0.3814
H 2.121 2.692 -0.625  0.3948
H 1.164 0.429 -1.286  0.4176
H 0.477 -1.587 -2.034  0.2197
H -2.789 -1.063 -1.651  0.4827
H 0.655 -2.715 0.851  0.2279
H 0.055 -4.107 -1.779  0.1969
H 1.315 -4.802 -0.890  0.2390
H -0.336 -4.652 -0.058  0.2325
H 2.575 -1.934 0.256  0.4733

Results
- Relative energy (zero: lowest compared OMol25 entry of this formula, charge and spin): 106.8 kcal per mole
- SMILES string: CC(C)C[C@H](N)C(=O)N[C@H](C(=O)O)[C@@H](C)O
- 2S+1: 1
- Calculated total energy: -21861.7953 eV
- Max |F|: 12.06 eV/A

Entry 6:
ORCA calculation (the ωB97M-V functional and the def2-TZVPD basis) on C10H20N2OPPd as an isolated structure in a non-equilibrium geometry.

Last column: Mulliken spin population.
Element x y z (Å)
C 0.325 0.035 -4.046  -0.0423
C -0.880 -0.803 -4.079  0.2777
C -0.617 -2.003 -3.394  0.2620
C 0.699 -1.965 -2.862  0.1594
C 1.343 -0.735 -3.264  0.3793
Pd 0.214 0.717 -2.069  0.8119
P -0.641 2.782 -1.825  0.0801
H 0.569 0.849 -4.711  0.0027
H -1.776 -0.567 -4.627  0.0108
H -1.263 -2.867 -3.366  0.0111
H 2.399 -0.467 -3.220  0.0251
H 1.223 -2.803 -2.417  0.0055
H -1.733 3.020 -0.911  0.0179
H -1.237 3.253 -3.041  -0.0024
H 0.287 3.853 -1.498  0.0123
C 0.798 2.197 1.330  -0.0544
N 0.399 1.047 2.122  0.3092
C 0.168 1.326 3.529  0.0539
C 0.125 -0.122 1.465  0.6552
O 0.147 -0.162 0.202  0.2143
N -0.166 -1.301 2.110  0.5923
C -0.288 -1.592 3.531  0.0377
C -0.484 -2.397 1.230  -0.0089
H 1.261 2.897 2.035  0.0100
H -0.058 2.702 0.859  0.0439
H 1.496 1.916 0.539  0.0134
H -0.805 0.957 3.874  -0.0139
H 0.971 0.928 4.166  0.0267
H 0.176 2.418 3.609  -0.0042
H -1.328 -1.484 3.898  0.0109
H 0.009 -2.646 3.682  0.0186
H 0.374 -0.937 4.110  0.0123
H -1.352 -2.155 0.608  0.0219
H 0.360 -2.633 0.572  0.0441
H -0.718 -3.256 1.860  0.0057

Results
- ⟨S²⟩: 6.0263
- Total charge: +1
- 2S+1: 5
- Calculated total energy: -28476.1268 eV
- Max |F|: 3.90 eV/A

Entry 7:
ORCA calculation (the ωB97M-V functional and the def2-TZVPD basis) on a 6-piece molecular cluster, C10H20N6O10 overall in a non-equilibrium geometry.

Last column: natural (NBO) charge in e.
Element x y z (Å)
C 4.437 -2.833 -0.214  -0.4787
N 4.714 -2.646 1.249  0.5475
O 4.045 -1.822 1.827  -0.3982
O 5.578 -3.319 1.746  -0.3738
H 5.348 -2.531 -0.672  0.2242
H 3.580 -2.231 -0.453  0.2420
H 4.269 -3.895 -0.368  0.2363
C 2.916 1.140 1.783  -0.4872
N 1.824 1.052 2.752  0.5433
O 0.718 1.253 2.295  -0.4145
O 2.161 0.883 3.912  -0.3512
H 2.783 0.465 0.952  0.2458
H 3.822 0.853 2.339  0.2410
H 2.938 2.167 1.457  0.2281
C -1.795 -0.765 -6.073  -0.4894
N -1.037 -0.391 -4.851  0.5438
O -0.254 0.499 -4.916  -0.3558
O -1.242 -1.011 -3.839  -0.4020
H -1.983 -1.838 -5.961  0.2338
H -1.197 -0.574 -6.947  0.2341
H -2.742 -0.249 -6.098  0.2382
C -0.502 2.327 -0.452  -0.4940
N 0.750 2.358 -1.270  0.5466
O 1.043 3.370 -1.866  -0.3835
O 1.407 1.366 -1.289  -0.3951
H -0.195 2.384 0.594  0.2609
H -1.023 1.419 -0.743  0.2399
H -1.042 3.170 -0.844  0.2248
C -0.416 -1.316 -0.429  -0.5149
N 0.233 -2.366 0.391  0.5510
O 1.236 -2.875 -0.053  -0.4162
O -0.273 -2.647 1.439  -0.3732
H -0.407 -1.617 -1.461  0.2445
H 0.235 -0.452 -0.313  0.2435
H -1.384 -1.080 -0.039  0.2545
C -4.038 1.431 3.386  -0.1735
C -2.929 0.704 3.470  -0.2523
C -2.330 0.166 2.314  0.0470
N -2.836 0.381 1.054  -0.4576
C -3.883 1.251 0.959  0.0125
C -4.502 1.770 2.105  -0.2483
H -4.496 1.950 4.228  0.2197
H -2.453 0.573 4.434  0.2254
H -1.471 -0.485 2.394  0.2185
H -4.315 1.493 -0.004  0.1967
H -5.293 2.516 2.075  0.2158

Results
- SMILES string: C[N+](=O)[O-].C[N+](=O)[O-].C[N+](=O)[O-].C[N+](=O)[O-].C[N+](=O)[O-].c1ccncc1
- 2S+1: 1
- Calculated total energy: -40095.3774 eV
- Max |F|: 3.14 eV/A

Entry 8:
ORCA calculation (the ωB97M-V functional and the def2-TZVPD basis) on a single C10H20O molecule in a non-equilibrium geometry.

Last column: natural (NBO) charge in e.
Element x y z (Å)
C 0.276 2.323 -0.582  -0.6277
C 1.338 1.569 0.116  -0.2142
C 1.544 2.613 1.258  -0.6100
C 1.315 -0.027 0.517  -0.2145
C -0.054 -0.397 1.361  -0.4192
C -0.673 -1.721 1.117  -0.4199
C -1.218 -1.768 -0.332  -0.2090
C -2.784 -1.412 -0.499  -0.5998
C -0.507 -0.950 -1.304  -0.4363
C 1.067 -0.693 -0.882  0.1373
O 1.852 -1.786 -0.606  -0.7151
H -0.622 2.177 0.132  0.1950
H 0.588 3.328 -0.756  0.2128
H -0.253 2.093 -1.523  0.2112
H 2.274 1.711 -0.555  0.1875
H 2.596 2.523 1.750  0.2054
H 1.641 3.640 0.687  0.2085
H 0.701 2.429 1.931  0.2095
H 2.016 -0.304 1.301  0.2462
H -0.105 -0.068 2.399  0.2176
H -0.871 0.335 0.903  0.1771
H -1.598 -2.009 1.740  0.2119
H -0.068 -2.665 1.169  0.2225
H -1.249 -2.682 -0.789  0.1907
H -2.887 -0.409 -0.197  0.2003
H -3.076 -1.798 -1.604  0.2028
H -3.370 -2.074 0.104  0.2021
H -1.065 0.005 -1.399  0.2077
H -0.578 -1.530 -2.164  0.2109
H 1.557 -0.182 -1.711  0.1613
H 2.215 -2.271 -1.583  0.4473

Results
- Relative energy (zero: lowest compared OMol25 entry of this formula, charge and spin): 105.4 kcal per mole
- SMILES string: CC(C)[C@H]1CC[C@@H](C)C[C@@H]1O
- 2S+1: 1
- Calculated total energy: -12737.1458 eV
- Max |F|: 7.85 eV/A